CH3NO2 in the gas phase in a non-equilibrium geometry, computed with the ωB97M-V functional and the def2-TZVPD basis.

The geometry in ORCA input format:
```
! RIJCOSX wB97M-V def2-TZVPD def2/J DEFGRID3
* xyz 0 1
C 0.11808 -0.07999 -0.21395
N 0.06783 -0.18822 -1.65982
O 0.32016 -2.00559 -3.09340
O 0.39784 -1.58790 -1.88902
H 0.53523 -1.12255 0.04276
H 0.80305 0.80827 -0.03479
H -0.95461 0.10249 0.12703
*
```

Summary:
Lowest unoccupied orbital energy (alpha / beta)   -0.664 / -0.787 eV
HOMO energy (alpha / beta)   -0.400 / -0.385 Ha
Energy above the lowest of the compared OMol25 structures with the same formula, charge and spin   7.7362 eV
Kohn-Sham gap (alpha / beta)   10.2 / 9.7 eV

Atom charges from the Mulliken analysis, given in e for atoms 1 to 5:
1 C -0.50
2 N -0.11
3 O -0.31
4 O 0.17
5 H 0.31

CH3NO2 in the gas phase in a non-equilibrium geometry, computed with the ωB97M-V functional and the def2-TZVPD basis.

The geometry in ORCA input format:
```
! RIJCOSX wB97M-V def2-TZVPD def2/J DEFGRID3
* xyz 0 1
C 0.58182 0.00461 0.42848
N -0.21819 -1.05929 0.44153
O -0.19834 -2.16132 1.14928
O 0.28232 1.06088 -0.47596
H 1.46574 0.12429 0.96993
H -0.97472 -0.93556 -0.15470
H -0.57246 1.21107 -0.72690
*
```

Summary:
Structure (SMILES)   [O-]/[NH+]=C/O
Lowest unoccupied orbital energy (alpha / beta)   0.481 / 0.481 eV
HOMO energy (alpha / beta)   -0.319 / -0.319 Ha
Energy above the lowest of the compared OMol25 structures with the same formula, charge and spin   4.2727 eV
Kohn-Sham gap (alpha / beta)   9.2 / 9.2 eV

Atom charges from the Mulliken analysis, given in e for atoms 1 to 5:
1 C 0.08
2 N 0.10
3 O -0.59
4 O -0.48
5 H 0.41

CH3NO2 in the gas phase in a non-equilibrium geometry, computed with the ωB97M-V functional and the def2-TZVPD basis.

The geometry in ORCA input format:
```
! RIJCOSX wB97M-V def2-TZVPD def2/J DEFGRID3
* xyz 0 1
C 0.21228 0.01334 -0.02918
N 1.67586 0.05419 -0.04038
O 2.18990 1.14581 -0.07642
O 2.35618 -1.02422 0.12769
H -0.15229 0.81019 -0.81309
H 0.08641 0.50762 0.99301
H -0.37186 -0.82299 0.02161
*
```

Summary:
Structure (SMILES)   C[N+](=O)[O-]
Lowest unoccupied orbital energy   -0.094 eV
HOMO energy   -0.407 Ha
Energy above the lowest of the compared OMol25 structures with the same formula, charge and spin   4.5584 eV
Kohn-Sham gap   11.0 eV

Atom charges from the Mulliken analysis, given in e for atoms 1 to 5:
1 C -0.66
2 N 0.74
3 O -0.46
4 O -0.50
5 H 0.26

CH3NO2 as an isolated structure in a non-equilibrium geometry, computed with the ωB97M-V functional and the def2-TZVPD basis.

The geometry in ORCA input format:
```
! RIJCOSX wB97M-V def2-TZVPD def2/J DEFGRID3
* xyz 0 3
C 0.86267 -0.07805 -1.00495
N 0.40257 0.50481 -0.03924
O -1.57930 0.29361 1.30414
O -0.88351 -0.62559 0.64892
H 1.44171 0.38919 -1.71662
H 0.75860 -1.09917 -1.25371
H -1.00274 0.61519 2.06146
*
```

Summary:
Lowest unoccupied orbital energy (alpha / beta)   1.086 / -1.762 eV
HOMO energy (alpha / beta)   -0.281 / -0.380 Ha
Energy above the lowest of the compared OMol25 structures with the same formula, charge and spin   3.3439 eV
Kohn-Sham gap (alpha / beta)   8.7 / 8.6 eV

Atom charges from the Mulliken analysis, given in e for atoms 1 to 5:
1 C -0.25
2 N -0.35
3 O -0.21
4 O -0.13
5 H 0.30

A 2-piece molecular cluster, CH3NO2S overall in a non-equilibrium geometry, computed with the ωB97M-V functional and the def2-TZVPD basis.

The geometry in ORCA input format:
```
! RIJCOSX wB97M-V def2-TZVPD def2/J DEFGRID3
* xyz -2 1
C 4.00937 -0.27755 0.50292
N -7.13944 0.34407 -0.18394
O -7.18717 1.06823 -1.21520
O -6.21157 -0.53642 -0.25138
S 4.53552 0.83517 -0.81709
H 3.79409 -1.19445 0.02638
H 3.19649 0.19945 0.84901
H 5.00272 -0.43851 1.08930
*
```

Summary:
Lowest unoccupied orbital energy   5.837 eV
HOMO energy   -0.018 Ha
Energy above the lowest of the compared OMol25 structures with the same formula, charge and spin   0.4183 eV
Kohn-Sham gap   6.3 eV

Atom charges from the Mulliken analysis, given in e for atoms 1 to 5:
1 C -0.62
2 N 0.03
3 O -0.52
4 O -0.52
5 S -0.81

CH3NO2S as an isolated structure in a non-equilibrium geometry, computed with the ωB97M-V functional and the def2-TZVPD basis.

The geometry in ORCA input format:
```
! RIJCOSX wB97M-V def2-TZVPD def2/J DEFGRID3
* xyz 0 1
C 0.72380 -0.84750 0.64635
N -0.40750 0.85932 -1.04374
O 1.86109 -0.92124 0.33900
O -1.84800 -0.55807 0.55875
S -0.82803 -0.75719 -0.43972
H 0.25329 -0.44966 1.92526
H 0.43631 1.06500 -1.57564
H -0.19097 1.60936 -0.41025
*
```

Summary:
Lowest unoccupied orbital energy   -0.042 eV
HOMO energy   -0.351 Ha
Energy above the lowest of the compared OMol25 structures with the same formula, charge and spin   2.4738 eV
Kohn-Sham gap   9.5 eV

Atom charges from the Mulliken analysis, given in e for atoms 1 to 5:
1 C 0.12
2 N -0.55
3 O -0.37
4 O -0.51
5 S 0.53

CH3NO2S in the gas phase in a non-equilibrium geometry, computed with the ωB97M-V functional and the def2-TZVPD basis.

The geometry in ORCA input format:
```
! RIJCOSX wB97M-V def2-TZVPD def2/J DEFGRID3
* xyz 0 1
C 1.02383 0.15583 -0.64766
N -1.35096 -0.11095 0.89116
O -0.65825 -1.01066 1.24382
O -2.48806 0.12692 0.99817
S -0.38100 1.17134 -0.57802
H 0.91217 -0.61029 0.18054
H 1.92913 0.69902 -0.40478
H 1.01315 -0.42122 -1.68324
*
```

Summary:
Structure (SMILES)   CS[N+](=O)[O-]
Lowest unoccupied orbital energy   -1.038 eV
HOMO energy   -0.352 Ha
Energy above the lowest of the compared OMol25 structures with the same formula, charge and spin   3.6598 eV
Kohn-Sham gap   8.5 eV

Atom charges from the Mulliken analysis, given in e for atoms 1 to 5:
1 C -0.66
2 N 0.77
3 O -0.48
4 O -0.46
5 S -0.01

CH3NO2S in the gas phase in a non-equilibrium geometry, computed with the ωB97M-V functional and the def2-TZVPD basis.

The geometry in ORCA input format:
```
! RIJCOSX wB97M-V def2-TZVPD def2/J DEFGRID3
* xyz 0 1
C -0.14225 0.07225 -0.64922
N 0.85680 0.29031 0.28047
O 1.58863 1.25958 0.07135
O 1.02755 -0.43725 1.18879
S -1.85100 -0.28837 0.27185
H -0.13759 0.86598 -1.43715
H -0.16015 -1.02847 -1.00550
H -1.18201 -0.73403 1.27941
*
```

Summary:
Structure (SMILES)   O=[N+]([O-])CS
Lowest unoccupied orbital energy   -0.617 eV
HOMO energy   -0.367 Ha
Energy above the lowest of the compared OMol25 structures with the same formula, charge and spin   3.5235 eV
Kohn-Sham gap   9.4 eV

Atom charges from the Mulliken analysis, given in e for atoms 1 to 5:
1 C -0.50
2 N 0.87
3 O -0.55
4 O -0.55
5 S -0.17

CH3NO2S in the gas phase in a non-equilibrium geometry, computed with the ωB97M-V functional and the def2-TZVPD basis.

The geometry in ORCA input format:
```
! RIJCOSX wB97M-V def2-TZVPD def2/J DEFGRID3
* xyz 0 1
C 0.86834 0.92499 0.09592
N -1.07966 -1.01451 0.86057
O -0.28397 -1.16103 -1.44698
O -0.48886 1.18474 -0.37796
S -0.29308 -0.35219 -0.24688
H 1.01106 1.12216 1.05782
H 1.63026 1.25849 -0.55356
H -1.36409 -1.96265 0.61107
*
```

Summary:
Structure (SMILES)   N=[S@]1(=O)CO1
Lowest unoccupied orbital energy   0.614 eV
HOMO energy   -0.380 Ha
Energy above the lowest of the compared OMol25 structures with the same formula, charge and spin   3.3597 eV
Kohn-Sham gap   10.9 eV

Atom charges from the Mulliken analysis, given in e for atoms 1 to 5:
1 C -0.22
2 N -0.61
3 O -0.56
4 O -0.29
5 S 0.82

CH3NO2S in the gas phase in a non-equilibrium geometry, computed with the ωB97M-V functional and the def2-TZVPD basis.

The geometry in ORCA input format:
```
! RIJCOSX wB97M-V def2-TZVPD def2/J DEFGRID3
* xyz 0 1
C 1.22364 -0.09535 -0.33657
N -1.24980 0.54135 -0.11910
O 1.46251 0.90517 0.28033
O -0.09839 -1.80227 0.47705
S -0.40592 -0.79514 -0.57058
H 1.96722 -0.82050 -0.42674
H -2.14462 0.59064 0.45634
H -0.75465 1.47610 0.23926
*
```

Summary:
Lowest unoccupied orbital energy   0.051 eV
HOMO energy   -0.349 Ha
Energy above the lowest of the compared OMol25 structures with the same formula, charge and spin   1.9291 eV
Kohn-Sham gap   9.6 eV

Atom charges from the Mulliken analysis, given in e for atoms 1 to 5:
1 C 0.07
2 N -0.51
3 O -0.42
4 O -0.56
5 S 0.46

Computed values of DFT total energy (unit: Ha) for the preceding records, in sequence: -244.8948, -245.0221, -245.0116, -244.8462, -643.2262, -643.2233, -643.1797, -643.1847, -643.1907, -643.2433.